No. 1
Density functional theory data (ωB97M-V/def2-TZVPD) for a structure of composition C12H16FeN3O2S5 in a non-equilibrium geometry.

Positions of all 39 atoms, in Å:
Fe -0.391 -1.032 -2.017
N 1.863 -1.291 -2.251
C 2.627 -0.223 -1.562
C 2.983 0.915 -2.511
C 1.856 1.327 -3.454
C 0.647 1.944 -2.746
N -0.518 1.037 -2.849
H 1.922 -2.143 -1.700
H 2.297 -1.503 -3.144
H 3.549 -0.613 -1.127
H 2.006 0.135 -0.741
H 3.856 0.643 -3.111
H 3.283 1.769 -1.897
H 1.498 0.449 -4.000
H 2.260 2.015 -4.197
H 0.419 2.924 -3.167
H 0.851 2.086 -1.683
H -0.827 0.982 -3.815
H -1.302 1.403 -2.314
S -3.449 -3.728 -1.512
C -2.318 -2.858 -2.377
S -2.760 -1.350 -2.996
S -0.725 -3.428 -2.509
O 1.672 -0.984 4.449
S 0.450 -1.525 3.936
O 0.003 -2.809 4.380
N 0.498 -1.505 2.268
C -0.379 -0.689 1.801
S -0.615 -0.388 0.117
C -1.210 0.044 2.806
C -2.208 0.979 2.609
C -2.831 1.517 3.729
C -2.461 1.123 5.012
C -1.457 0.181 5.207
C -0.851 -0.338 4.083
H -2.494 1.271 1.607
H -3.618 2.248 3.604
H -2.961 1.554 5.870
H -1.164 -0.136 6.199

Atoms 1-2, force components in eV/Å:
0.4 -0.5 -0.8
-0.1 0.1 0.4

Its LUMO energy (alpha / beta) is -0.008 / -0.092 hartree. The value obtained for the HOMO-LUMO gap (alpha / beta) is 8.15 / 6.29 eV. The value obtained for the HOMO energy (alpha / beta) is -0.3078 / -0.3229 hartree. Its spin multiplicity is 6.

Atom charges from the Löwdin analysis, given in e for atoms 1 to 6: Fe 0.168; N -0.042; C -0.251; C -0.199; C -0.199; C -0.229

=====

No. 2
Density functional theory data (ωB97M-V/def2-TZVPD) for a structure of composition C25H21MgN6O3S7 in a non-equilibrium geometry.

Positions of all 63 atoms, in Å:
Mg 1.566 -0.097 0.553
C 1.421 -2.052 -3.613
C 1.661 -1.895 -2.216
N 1.186 -0.793 -1.639
C 0.376 0.071 -2.304
C 0.170 -0.133 -3.664
N 0.756 -1.155 -4.314
C -0.248 1.199 -1.466
C -1.492 1.731 -1.791
C -2.013 2.708 -0.945
C -1.265 3.162 0.130
C -0.126 2.440 0.440
N 0.311 1.479 -0.305
C 0.498 2.664 1.794
C 0.498 3.872 2.471
N 0.969 3.957 3.732
C 1.350 2.846 4.322
C 1.468 1.667 3.559
N 0.992 1.577 2.358
C -3.403 3.284 -1.167
C -3.824 3.590 -2.414
C -5.110 4.097 -2.653
N -5.977 4.322 -1.673
C -5.507 4.181 -0.446
C -4.313 3.565 -0.116
H 1.663 -2.991 -4.071
H 2.085 -2.617 -1.527
H -0.411 0.503 -4.259
H -2.177 1.378 -2.587
H -1.600 4.030 0.696
H 0.121 4.808 2.137
H 1.697 2.927 5.374
H 1.944 0.844 3.976
H -3.213 3.435 -3.258
H -5.486 4.329 -3.665
H -6.268 4.403 0.271
H -4.070 3.322 0.941
O 7.916 -1.235 3.099
C 6.832 -1.128 2.566
S 5.541 -2.254 2.772
C 4.250 -1.318 1.972
C 4.641 -0.133 1.423
S 3.727 1.022 0.366
S 6.348 0.217 1.572
S 2.640 -2.018 1.803
C -0.430 -3.317 1.409
S -0.992 -1.713 2.028
C -2.643 -1.783 1.336
O -0.264 -0.733 1.181
H -0.553 -3.339 0.343
H -1.059 -3.991 1.986
H 0.596 -3.405 1.713
H -3.162 -2.742 1.551
H -2.700 -1.633 0.287
H -3.245 -1.092 1.870
C 1.786 -5.270 -0.700
O 0.661 -4.549 -1.142
C 0.103 -4.700 -2.309
S 0.702 -5.623 -3.493
S -1.277 -3.631 -2.480
H 2.291 -4.705 0.050
H 2.562 -5.359 -1.461
H 1.498 -6.225 -0.407

Atoms 1-2, force components in eV/Å:
0.2 -0.5 0.2
-0.2 -0.1 1.4

As for the net charge: -1. Its LUMO energy is 0.035 hartree. The value obtained for the HOMO-LUMO gap is 5.19 eV. The value obtained for the HOMO energy is -0.1557 hartree. Its spin multiplicity is 1.

Atom charges from the Löwdin analysis, given in e for atoms 1 to 6: Mg 0.246; C -0.120; C -0.054; N 0.086; C -0.154; C -0.067

=====

No. 3
Density functional theory data (ωB97M-V/def2-TZVPD) for the molecule C16H21N3O3S in a non-equilibrium geometry.

Positions of all 44 atoms, in Å:
C -0.308 -0.129 1.200
C 0.642 -1.040 0.541
C -1.617 -0.863 1.506
C -2.669 -0.851 0.448
C -2.614 -1.641 -0.693
C -3.896 -0.152 0.359
C -4.546 -0.565 -0.869
C -4.420 0.929 1.051
C -5.712 0.017 -1.337
C -5.643 1.471 0.635
C -6.359 0.956 -0.451
C 2.328 0.801 0.698
C 2.648 1.838 -0.429
C 3.597 0.413 1.457
C 4.426 -0.869 1.054
C 5.791 0.213 -1.103
H -1.343 1.647 0.866
H -1.152 0.670 -0.452
H 0.245 0.197 2.055
H -2.121 -0.424 2.361
H -1.369 -1.896 1.937
H -1.770 -2.291 -1.009
H -4.072 -2.012 -2.187
H -3.789 1.293 1.878
H -6.235 -0.220 -2.221
H -6.178 2.337 1.136
H -7.223 1.509 -0.827
H 2.497 -0.984 -0.413
H 1.545 1.342 1.330
H 4.296 1.255 1.432
H 3.365 0.091 2.507
H 5.327 -0.910 1.644
H 3.729 -1.725 1.299
H 6.658 0.199 -0.419
H 6.318 0.084 -2.006
H 5.279 1.138 -1.139
H 0.849 1.863 -0.612
N -0.542 1.064 0.335
N -3.736 -1.487 -1.420
N 1.748 -0.426 0.078
O 0.399 -2.202 0.246
O 3.770 2.172 -0.784
O 1.585 2.324 -0.986
S 4.808 -1.171 -0.770

Atoms 1-2, force components in eV/Å:
-1.6 0.4 -0.3
0.5 -1.0 -2.3

Its LUMO energy is 0.016 hartree. The value obtained for the HOMO-LUMO gap is 8.51 eV. The value obtained for the HOMO energy is -0.2965 hartree. Its spin multiplicity is 1.

Atom charges from the Löwdin analysis, given in e for atoms 1 to 6: C -0.306; C -0.476; C -0.103; C -0.200; C -0.028; C -0.148

=====

No. 4
Density functional theory data (ωB97M-V/def2-TZVPD) for a structure of composition C10H14O5Ti in a non-equilibrium geometry.

Positions of all 30 atoms, in Å:
Ti -0.058 0.063 -0.221
O 0.501 2.985 -1.515
C 0.208 1.928 -1.092
C 0.001 -1.881 -1.149
O 0.038 -2.931 -1.565
C 1.895 0.034 -1.050
O 3.020 -0.015 -1.379
C -1.862 -0.014 -1.147
O -2.943 -0.072 -1.718
C 0.182 0.730 -4.597
H -0.768 1.260 -4.370
H 1.110 1.262 -4.328
C 0.167 -0.593 -4.643
H 1.071 -1.104 -4.307
H -0.798 -1.089 -4.470
C -2.278 0.531 2.825
C -0.978 1.039 2.264
O -0.226 -0.198 1.722
C 0.694 -1.133 2.309
C 2.065 -0.525 2.589
H -2.792 -0.059 2.059
H -2.958 1.326 3.137
H -2.072 -0.092 3.695
H -1.152 1.703 1.391
H -0.328 1.592 2.953
H 0.240 -1.668 3.162
H 0.814 -1.920 1.537
H 1.972 0.448 3.049
H 2.648 -1.191 3.217
H 2.589 -0.417 1.642

Atoms 1-2, force components in eV/Å:
0.4 -0.5 1.9
-1.7 -5.7 2.3

As for the net charge: +2. Its LUMO energy (alpha / beta) is -0.356 / -0.394 hartree. The value obtained for the HOMO-LUMO gap (alpha / beta) is 6.43 / 5.40 eV. The value obtained for the HOMO energy (alpha / beta) is -0.5925 / -0.5926 hartree. Its spin multiplicity is 3.

Atom charges from the Löwdin analysis, given in e for atoms 1 to 6: Ti 0.643; O 0.223; C -0.017; C -0.028; O 0.263; C -0.011

=====

No. 5
Density functional theory data (ωB97M-V/def2-TZVPD) for the ion C3H5N2S with charge +1 in a non-equilibrium geometry.

Positions of all 11 atoms, in Å:
C -0.425 -0.592 0.756
C -1.384 -0.924 -0.165
C -0.259 0.761 -1.989
N 0.821 -0.188 0.452
N 1.500 0.724 1.083
S -1.103 -0.580 -1.908
H -0.541 -0.637 1.842
H -2.170 -1.674 0.034
H -0.074 0.944 -3.067
H 1.095 1.432 1.834
H 2.539 0.734 1.126

Atoms 1-2, force components in eV/Å:
-1.3 0.4 0.4
1.5 -0.7 -0.1

As for the net charge: +1. Its LUMO energy is -0.249 hartree. The value obtained for the HOMO-LUMO gap is 6.67 eV. The value obtained for the HOMO energy is -0.4936 hartree. Its spin multiplicity is 1.

Atom charges from the Löwdin analysis, given in e for atoms 1 to 6: C -0.190; C -0.265; C -0.310; N 0.043; N 0.148; S 0.958